a.
The following is a quantum chemistry calculation of 33 unconnected molecules or ions with the total composition H66O33, from OMol25.

Results
E_LUMO   -1.1428 eV
Gap between HOMO and LUMO   8.44 eV

The geometry in ORCA input format:
```
! wB97M-V def2-TZVPD RIJCOSX def2/J DEFGRID3
* xyz 0 1
O 4.02798 12.54645 -6.36934
H 3.80928 12.93144 -7.21797
H 3.29881 12.79134 -5.79964
O 4.56840 14.32281 -1.38734
H 4.35114 14.22610 -0.46015
H 3.90741 14.92606 -1.72706
O 3.79055 11.95848 -2.82272
H 3.93277 12.59318 -2.12046
H 3.44095 12.47683 -3.54751
O 6.73205 11.09143 -7.85596
H 6.12857 10.35161 -7.78753
H 6.43766 11.57042 -8.63065
O 6.98109 8.22431 -0.91671
H 6.40150 8.51327 -1.62155
H 6.88761 8.89413 -0.23934
O 3.81230 9.80062 -5.82966
H 3.78861 10.74801 -5.96429
H 4.63238 9.52086 -6.23642
O 0.55720 13.58979 -2.40878
H 0.72265 14.42230 -1.96629
H -0.34332 13.66110 -2.72535
O 0.97244 13.36948 0.39982
H 0.59163 12.99720 -0.39555
H 0.22092 13.54640 0.96564
O 1.23935 10.48633 1.44039
H 1.77297 10.36706 2.22605
H 1.26767 11.42812 1.27172
O 3.73497 9.19078 -2.74364
H 3.83034 10.14296 -2.72151
H 4.18472 8.92310 -3.54507
O 6.06139 8.02211 -3.59980
H 6.63811 8.45573 -4.22878
H 6.44538 7.15332 -3.48145
O 4.91316 7.47384 2.45992
H 4.35602 6.69630 2.49574
H 4.74858 7.84730 1.59408
O 5.61335 8.57458 -8.12816
H 6.49325 8.28078 -8.36416
H 5.08565 8.40247 -8.90800
O 5.25475 5.47367 -4.96642
H 5.13697 5.97457 -5.77355
H 4.44084 5.60664 -4.48052
O 3.81952 8.37437 -0.09802
H 4.09831 7.47350 -0.26213
H 3.75726 8.76859 -0.96805
O 4.44726 5.77158 -0.59083
H 5.29087 5.43577 -0.28788
H 3.82002 5.08530 -0.36318
O 0.01044 8.81691 -3.08073
H -0.49132 9.44463 -2.56070
H 0.18802 8.09419 -2.47876
O 3.03336 6.00233 -3.11051
H 2.60213 6.83474 -3.30384
H 3.45200 6.14058 -2.26088
O 0.74352 5.81263 -0.36599
H 1.38305 5.10765 -0.26472
H 1.11467 6.54570 0.12502
O 6.86507 10.25941 0.94171
H 6.30144 11.01981 1.08436
H 7.05227 9.93109 1.82114
O 4.76390 5.89056 -8.14552
H 4.12379 6.38249 -7.63121
H 4.34927 5.77841 -9.00093
O 1.78504 7.47923 1.60484
H 2.44385 8.01000 1.15706
H 1.40776 8.06696 2.25942
O 7.61930 5.62649 -0.25968
H 7.41015 6.48619 -0.62492
H 7.95519 5.81343 0.61694
O 2.85153 3.43707 -4.22145
H 2.84870 4.18064 -3.61868
H 3.42097 2.79127 -3.80323
O 2.06859 13.53994 -4.81401
H 2.40125 14.41361 -4.60840
H 1.41175 13.36829 -4.13923
O 3.11628 7.26069 -6.63839
H 2.17868 7.25064 -6.83083
H 3.31170 8.17749 -6.44468
O 8.11926 9.15078 -5.57955
H 8.45421 8.34465 -5.97224
H 8.50924 9.85203 -6.10147
O 1.06838 10.11942 -5.33951
H 1.99772 9.97884 -5.52060
H 0.94531 9.79209 -4.44847
O 6.92199 11.13741 -2.24653
H 6.27013 10.57597 -1.82686
H 6.51172 11.40923 -3.06752
O 6.44127 11.58673 -4.86270
H 6.62470 11.03183 -5.62077
H 5.62508 12.03465 -5.08503
O -0.70868 9.94942 -0.43007
H 0.13502 10.09444 -0.00185
H -1.13177 10.80802 -0.42369
O 9.58275 10.49161 -2.21615
H 8.63673 10.60756 -2.30465
H 9.95924 11.08878 -2.86258
O -0.28272 7.40892 -5.77297
H -0.12371 6.52958 -5.42990
H 0.00597 7.99522 -5.07359
*
```

b.
The following is a quantum chemistry calculation of 33 unconnected molecules or ions with the total composition H66O33, from OMol25.

Results
E_LUMO   -0.4909 eV
Gap between HOMO and LUMO   9.66 eV

The geometry in ORCA input format:
```
! wB97M-V def2-TZVPD RIJCOSX def2/J DEFGRID3
* xyz 0 1
O 2.01718 1.63397 -1.59556
H 2.60158 1.02794 -2.05099
H 1.73085 2.24624 -2.27334
O -0.18424 -5.20024 3.11605
H -0.95389 -5.12947 2.55137
H -0.17670 -6.11497 3.39792
O 4.30500 2.89496 1.40702
H 4.57720 2.26501 0.73971
H 5.11245 3.34465 1.65612
O -2.56047 0.89881 2.66184
H -2.43699 1.54199 3.35991
H -3.50805 0.86620 2.53044
O 1.69287 -2.90031 -0.12672
H 2.45610 -2.37376 0.11087
H 1.37469 -2.50842 -0.94000
O -2.27485 -1.76676 1.92669
H -1.57818 -1.78376 2.58289
H -2.36493 -0.84209 1.69623
O 0.93892 4.76675 -2.81674
H 1.49341 5.41469 -3.25143
H 0.93746 4.01552 -3.40994
O 0.64963 -0.15071 -4.53711
H -0.08461 0.24348 -4.06621
H 0.59484 0.21776 -5.41884
O 0.55870 5.51791 0.23139
H -0.36541 5.75157 0.31887
H 0.60124 5.00524 -0.57583
O -4.24387 -1.31999 3.92085
H -5.02781 -1.10923 3.41366
H -3.63480 -1.68675 3.27995
O 2.11853 -4.36223 1.93893
H 1.96899 -3.74543 1.22239
H 1.24298 -4.65976 2.18614
O -1.94298 -1.11312 -3.15383
H -2.32061 -1.61098 -3.87893
H -1.89783 -1.73887 -2.43089
O -0.60773 -2.54799 3.93645
H -0.76557 -2.63162 4.87684
H -0.22712 -3.38840 3.68132
O -1.13528 2.83403 0.69888
H -1.03773 1.89953 0.51600
H -0.33487 3.07180 1.16690
O -0.70630 0.02638 0.06259
H -0.49666 -0.89875 0.19069
H 0.09787 0.40819 -0.28923
O -0.85531 -4.21876 -2.98929
H -0.82118 -4.75385 -2.19637
H -0.26536 -3.48654 -2.81027
O -3.99237 3.50423 -0.19541
H -4.92446 3.63179 -0.37201
H -3.81167 2.61243 -0.49250
O 4.42026 -0.50709 -2.30067
H 5.27154 -0.76438 -2.65474
H 3.80213 -0.68337 -3.00994
O 3.32429 -0.78322 1.14335
H 4.24303 -0.80543 1.41104
H 2.86357 -0.41455 1.89705
O -3.82676 0.46109 -0.32438
H -4.33795 -0.12044 -0.88718
H -2.95930 0.05809 -0.28773
O 3.39596 -0.78695 -4.55919
H 2.47962 -0.57272 -4.38407
H 3.51853 -0.57801 -5.48524
O -2.03579 -5.55579 -0.61840
H -2.41705 -5.88857 0.19409
H -1.32784 -6.16780 -0.81960
O -1.94420 -2.45852 -0.80586
H -1.97738 -3.41067 -0.71337
H -2.08307 -2.12627 0.08102
O 5.16588 1.11893 -0.30896
H 5.73961 1.34571 -1.04083
H 4.74078 0.30539 -0.58041
O 1.67779 1.94817 1.11704
H 2.52489 1.94939 1.56275
H 1.89121 1.79602 0.19643
O -3.55763 -4.46502 3.17825
H -2.79958 -4.02674 2.79160
H -3.30795 -4.61688 4.08974
O 0.94359 -2.23247 -2.71590
H 1.49808 -2.28375 -3.49446
H 0.41744 -1.44376 -2.84751
O -2.41897 3.77212 -2.45167
H -1.59595 4.21647 -2.24814
H -2.96456 3.91114 -1.67758
O -0.57998 1.78400 -3.11253
H -0.92443 1.30399 -2.35943
H -1.27702 2.39726 -3.34550
O 0.59116 3.19457 4.39381
H 1.10269 3.38496 3.60748
H 0.25050 2.31159 4.25055
O 0.01051 0.17080 4.69352
H 0.19691 -0.68699 4.31182
H -0.89531 0.10705 4.99625
O -3.44588 4.46601 2.40625
H -4.01881 4.23970 1.67361
H -2.78551 3.77318 2.41740
O 4.33238 3.34587 -2.36806
H 3.56138 3.90130 -2.48328
H 3.98452 2.51832 -2.03585
*
```

Which of them is the most stable, and which is the least stable? a and b, in that order.

a.
The following is a quantum chemistry calculation of 2 unconnected molecules or ions with the total composition C4H12NO2, from OMol25.

Results
<S²>   0.76
E_LUMO (alpha / beta)   0.7970 / -3.0908 eV
Gap between HOMO and LUMO (alpha / beta)   10.64 / 6.70 eV

The geometry in ORCA input format:
```
! wB97M-V def2-TZVPD RIJCOSX def2/J DEFGRID3
* xyz 0 2
C 0.15644 -0.56817 0.72761
N 0.25613 0.53765 -0.32869
C -0.59094 0.13537 -1.43152
O -1.77110 -0.27142 -1.11415
C 1.25246 -0.45229 1.70972
C 2.44666 0.28219 1.25843
H -0.81791 -0.38484 1.37599
H 0.03019 -1.56988 0.28749
H -0.16044 1.40442 0.13085
H -0.56529 1.00468 -2.07961
H -0.03745 -0.76555 -2.04869
H 1.65417 -1.46283 1.74345
H 0.83247 -0.23553 2.68784
H 3.29790 -0.09781 1.75508
H 2.45436 0.32751 0.18180
H 2.30461 1.24483 1.78170
H -4.08828 -0.12207 -2.76620
H -2.85851 0.31085 -1.70736
O -3.79548 0.68288 -2.16372
*
```

b.
The following is a quantum chemistry calculation of 3 unconnected molecules or ions with the total composition C4H12NO2, from OMol25.

Results
<S²>   0.75
E_LUMO (alpha / beta)   1.0608 / -0.1222 eV
Gap between HOMO and LUMO (alpha / beta)   9.51 / 9.08 eV

The geometry in ORCA input format:
```
! wB97M-V def2-TZVPD RIJCOSX def2/J DEFGRID3
* xyz 0 2
C -3.31937 0.47953 0.04923
C -2.49043 -0.67526 0.52096
C -1.17114 -0.84437 -0.08975
N 0.02513 -0.14314 0.29935
C -0.04840 -1.49758 0.92798
H -4.26904 0.72915 0.57244
H -2.63647 1.32794 0.00522
H -3.63525 0.25405 -0.98353
H -2.99391 -1.57435 0.83249
H -1.05503 -1.19664 -1.11986
H -0.12664 0.54030 1.03414
H -0.35864 -1.42200 1.95397
H 0.46140 -2.38690 0.60851
H 4.81491 1.69086 -0.39414
H 5.44334 2.12546 -1.80022
O 4.65913 1.85201 -1.32609
H 2.66608 0.59257 -0.97263
H 1.55398 -0.13890 -0.03814
O 2.48034 0.28728 -0.07992
*
```

c.
The following is a quantum chemistry calculation of 3 unconnected molecules or ions with the total composition C4H12NO2, from OMol25.

Results
<S²>   0.75
E_LUMO (alpha / beta)   0.1129 / 0.1103 eV
Gap between HOMO and LUMO (alpha / beta)   5.14 / 8.91 eV

The geometry in ORCA input format:
```
! wB97M-V def2-TZVPD RIJCOSX def2/J DEFGRID3
* xyz 0 2
C -1.07962 0.38384 2.12348
C -0.42702 -0.27018 0.93410
C 0.84480 -0.42371 0.64863
N 1.44227 -1.08886 -0.45962
C 2.33213 -1.99764 -0.30980
H -1.91261 1.24522 1.74794
H -1.60256 -0.41416 2.67759
H -0.35174 0.93815 2.85733
H -1.29844 -0.59835 0.09036
H 1.60296 -0.17863 1.40910
H 1.26355 -0.52987 -1.27940
H 2.64415 -2.47806 -1.21979
H 2.44097 -2.48109 0.72088
H -0.38821 1.21597 -1.63845
H 0.63232 1.62005 -2.67590
O 0.62250 1.20905 -1.77849
H -2.22763 0.93451 -2.05512
H -2.54786 1.77234 -0.70121
O -1.98997 1.14143 -1.09162
*
```

Which of them is the most stable, and which is the least stable? b and a, in that order.

a.
The following is a quantum chemistry calculation of a molecular structure, C5H8N, from OMol25.

Results
<S²>   2.01
E_LUMO (alpha / beta)   -3.2043 / -8.4157 eV
Gap between HOMO and LUMO (alpha / beta)   7.77 / 6.48 eV

The geometry in ORCA input format:
```
! wB97M-V def2-TZVPD RIJCOSX def2/J DEFGRID3
* xyz 1 3
C 1.89618 -0.44741 -0.36446
C 1.21846 -0.70753 0.74470
C 0.75266 0.03080 -1.18362
C -1.06371 0.90607 0.59869
C 0.10177 0.05287 0.18024
N -1.82617 -0.32081 0.34966
H 2.99523 -0.35721 -0.70012
H 1.60218 -0.90400 1.78052
H 0.79558 1.01890 -1.76689
H 0.42258 -0.71202 -1.76574
H -0.98221 1.11111 1.64899
H -1.29061 1.59843 -0.18774
H -2.23602 -0.84012 1.11323
H -2.38591 -0.42909 -0.44746
*
```

b.
The following is a quantum chemistry calculation of a gas-phase ion, C5H8N (charge +1), from OMol25.

Results
<S²>   2.01
E_LUMO (alpha / beta)   -3.2305 / -8.5291 eV
Gap between HOMO and LUMO (alpha / beta)   8.00 / 6.36 eV

The geometry in ORCA input format:
```
! wB97M-V def2-TZVPD RIJCOSX def2/J DEFGRID3
* xyz 1 3
C 1.78523 -0.39415 0.74629
C 2.04863 -0.07106 -0.45171
C -0.69429 -0.79963 -0.38978
C 0.03899 1.37175 -0.01519
C 0.44612 0.09670 0.01573
N -1.74472 -0.19624 0.33384
H 1.92442 -0.77190 1.77784
H 2.38613 0.14618 -1.42379
H -0.70068 -0.57634 -1.39942
H -0.62655 -1.91797 -0.11162
H 0.76805 2.12323 0.14877
H -1.05028 1.75207 -0.17843
H -2.59510 0.03354 -0.16058
H -1.98595 -0.79619 1.10806
*
```

Which of them is the most stable, and which is the least stable? a and b, in that order.

a.
The following is a quantum chemistry calculation of a molecular structure, C2H3NO2S, from OMol25.

Results
<S²>   2.01
E_LUMO (alpha / beta)   0.5659 / -4.7633 eV
Gap between HOMO and LUMO (alpha / beta)   7.59 / 5.31 eV

The geometry in ORCA input format:
```
! wB97M-V def2-TZVPD RIJCOSX def2/J DEFGRID3
* xyz 0 3
C -1.82621 1.74414 0.00608
C -0.82450 1.10794 -0.06959
N 0.40915 -1.57627 0.20777
O 1.87322 0.12617 1.17465
O 1.80785 0.21317 -1.31531
S 1.15191 -0.06637 -0.06567
H -2.76128 2.21703 0.15875
H -0.58095 -1.47876 0.32250
H 0.75082 -2.28705 -0.41918
*
```

b.
The following is a quantum chemistry calculation of C2H3NO2S in the gas phase, from OMol25.

Results
<S²>   2.02
E_LUMO (alpha / beta)   -0.4398 / -4.8466 eV
Gap between HOMO and LUMO (alpha / beta)   5.28 / 5.99 eV

The geometry in ORCA input format:
```
! wB97M-V def2-TZVPD RIJCOSX def2/J DEFGRID3
* xyz 0 3
C -0.02362 0.23708 -1.59394
C 0.67323 -0.47501 -0.75202
N -0.07043 -1.09992 0.72131
O -1.08333 -0.49076 2.94426
O -0.15272 1.40878 1.77336
S -0.41967 -0.02115 1.73938
H 0.44665 0.64256 -2.53372
H -1.10997 0.35543 -1.71150
H 1.73985 -0.55702 -0.58712
*
```

Which of them is the most stable, and which is the least stable? a and b, in that order.

a.
The following is a quantum chemistry calculation of a molecular structure, C2H5BrSi, from OMol25.

Results
E_LUMO (alpha / beta)   -0.1801 / -0.1809 eV
Gap between HOMO and LUMO (alpha / beta)   7.50 / 7.50 eV

The geometry in ORCA input format:
```
! wB97M-V def2-TZVPD RIJCOSX def2/J DEFGRID3
* xyz 0 1
C -0.56102 0.09508 0.85069
C -0.64106 -0.80449 -0.27893
Si 0.86443 1.02680 -0.21706
Br 2.57395 -0.33556 -0.01272
H -1.46608 0.79007 0.99615
H 0.00858 -0.19381 1.80151
H 0.09122 -1.56689 -0.41036
H -1.24272 -0.36627 -1.05611
H 0.37270 1.35506 -1.67317
*
```

b.
The following is a quantum chemistry calculation of a molecular structure, C2H5BrSi, from OMol25.

Results
E_LUMO (alpha / beta)   -0.8076 / -0.8082 eV
Gap between HOMO and LUMO (alpha / beta)   8.85 / 8.85 eV

The geometry in ORCA input format:
```
! wB97M-V def2-TZVPD RIJCOSX def2/J DEFGRID3
* xyz 0 1
C 0.11266 -0.47449 -0.25465
C 0.78174 0.17205 -1.13771
Si -0.93509 0.34883 1.12344
Br 2.39331 -1.20057 -2.42544
H 0.17651 -1.54792 -0.17654
H 0.96169 1.16007 -1.48726
H -0.77395 1.79739 1.05970
H -0.39206 -0.19673 2.36760
H -2.32481 -0.05863 0.93086
*
```

Which of them is the most stable, and which is the least stable? a and b, in that order.